[1]
Below is C22H54Cl2MnP2Si as an isolated structure in a non-equilibrium geometry, with properties calculated with the ωB97M-V functional and the def2-TZVPD basis.

Summary:
Lowest unoccupied orbital energy (spin up / spin down): -1.90 / 0.48 eV
Multiplicity: 4
Orbital gap (spin up / spin down): 5.657 / 8.163 eV
Charge: 0

Atoms and positions in Å:
Mn -0.147 -0.109 -0.101
Cl 0.126 0.056 -2.486
P -0.872 -2.392 -0.760
C 0.328 -3.247 -1.932
C -1.116 -3.502 0.736
C -2.482 -2.508 -1.719
C 1.768 -2.711 -1.931
H -0.111 -3.013 -2.919
C 0.386 -4.759 -1.737
H 0.937 -5.019 -0.825
H 0.938 -5.193 -2.581
H -0.592 -5.242 -1.717
H 1.817 -1.698 -2.347
H 2.375 -3.369 -2.574
H 2.220 -2.719 -0.925
H -2.202 -1.975 -2.647
C -3.670 -1.763 -1.088
C -2.846 -3.960 -2.052
H -2.167 -4.379 -2.804
H -3.860 -3.987 -2.472
H -2.848 -4.602 -1.156
H -3.356 -0.968 -0.400
H -4.354 -2.449 -0.567
H -4.250 -1.293 -1.897
C 0.085 -3.372 1.678
H -1.163 -4.535 0.356
C -2.385 -3.180 1.537
H 1.050 -3.651 1.223
H -0.098 -4.022 2.551
H 0.154 -2.343 2.062
H -2.464 -2.094 1.689
H -2.310 -3.640 2.532
H -3.308 -3.558 1.084
Cl -1.559 0.112 1.716
H -1.458 0.433 -0.634
P -0.187 2.466 -0.761
C -1.070 3.285 -2.204
C -0.617 3.617 0.666
C 1.609 2.841 -1.234
C -2.431 2.629 -2.450
H -0.411 3.033 -3.053
C -1.200 4.811 -2.106
H -2.009 5.111 -1.427
H -1.449 5.192 -3.106
H -0.273 5.304 -1.799
H -2.311 1.625 -2.873
H -2.989 3.245 -3.169
H -3.028 2.547 -1.532
H 1.698 2.272 -2.175
C 2.588 2.245 -0.220
C 1.986 4.305 -1.500
H 1.546 4.705 -2.420
H 3.077 4.363 -1.626
H 1.727 4.951 -0.648
H 2.102 1.825 0.674
H 3.276 3.023 0.151
H 3.175 1.426 -0.672
C -2.099 3.452 1.035
H -0.440 4.639 0.295
C 0.279 3.367 1.877
H -2.769 3.994 0.355
H -2.261 3.851 2.047
H -2.369 2.386 1.060
H 0.251 2.312 2.196
H -0.094 3.958 2.727
H 1.314 3.681 1.692
C 3.784 -1.536 2.701
Si 2.347 -0.305 2.536
C 1.123 -0.629 3.925
C 3.109 1.392 2.879
C 1.664 -0.583 0.779
H 4.271 -1.418 3.678
H 4.555 -1.366 1.936
H 3.441 -2.579 2.629
H 1.688 -0.538 4.868
H 0.321 0.122 3.904
H 0.683 -1.635 3.884
H 3.918 1.635 2.170
H 2.352 2.186 2.877
H 3.551 1.331 3.887
H 1.638 -1.687 0.636
H 2.372 -0.202 0.016

---

[2]
Below is C22H54F12MgN2O17S4 as an isolated structure in a non-equilibrium geometry, with properties calculated with the ωB97M-V functional and the def2-TZVPD basis.

Summary:
Lowest unoccupied orbital energy: -4.02 eV
Multiplicity: 1
ΔE to the lowest compared entry with this formula, charge and spin: 0.0 kJ/mol
Orbital gap: 5.041 eV
Charge: 0

Atoms and positions in Å:
Mg 0.253 0.122 -2.161
C 0.519 1.431 1.338
F 1.415 1.466 0.357
F 0.699 0.415 2.153
F 0.540 2.552 2.034
S -1.172 1.281 0.492
O -2.197 0.956 1.432
O -1.368 2.476 -0.273
N -0.785 0.010 -0.580
S -1.331 -1.345 0.093
O -0.706 -2.388 -0.708
O -1.328 -1.551 1.513
C -3.134 -1.328 -0.473
F -3.948 -1.213 0.541
F -3.328 -0.382 -1.396
F -3.437 -2.469 -1.106
C 4.838 2.409 -0.655
F 5.525 2.266 -1.782
F 5.074 3.605 -0.149
F 3.549 2.290 -1.006
S 5.339 0.997 0.577
O 6.418 1.465 1.387
O 4.120 0.706 1.296
N 5.683 -0.215 -0.576
S 7.229 -0.130 -0.859
O 7.501 -0.952 -2.024
O 7.923 1.149 -0.826
C 8.034 -1.129 0.581
F 8.899 -0.328 1.218
F 7.127 -1.628 1.405
F 8.791 -2.116 0.083
C -3.073 -4.876 -4.763
C -2.629 -4.365 -3.415
O -1.923 -5.497 -2.811
H -3.608 -5.820 -4.650
H -2.304 -4.991 -5.522
H -3.820 -4.180 -5.161
H -3.464 -4.035 -2.798
H -1.850 -3.594 -3.390
H -2.017 -5.343 -1.861
C -2.213 1.992 -3.585
C -0.807 2.229 -4.048
O 0.118 1.968 -2.944
H -2.553 2.647 -2.786
H -2.338 0.976 -3.192
H -2.895 2.058 -4.435
H -0.613 3.214 -4.471
H -0.518 1.582 -4.882
H 0.446 2.834 -2.581
C -0.792 3.747 4.540
C -1.654 4.861 4.027
O -1.108 6.156 4.222
H -0.975 3.431 5.570
H 0.284 3.919 4.467
H -0.937 2.844 3.944
H -2.700 4.770 4.330
H -1.703 4.698 2.942
H -1.419 6.514 5.058
C 1.603 6.382 -2.247
C 1.569 4.900 -1.827
O 0.226 4.419 -1.949
H 1.225 7.048 -1.468
H 0.966 6.494 -3.122
H 2.631 6.717 -2.403
H 1.978 4.823 -0.812
H 2.195 4.242 -2.436
H -0.300 4.884 -1.287
C -6.758 -2.684 -1.898
C -7.036 -3.319 -3.264
O -5.881 -3.255 -4.091
H -6.011 -3.167 -1.277
H -7.729 -2.680 -1.390
H -6.491 -1.634 -2.024
H -7.849 -2.785 -3.756
H -7.403 -4.343 -3.161
H -5.336 -4.043 -4.080
C 0.280 -4.877 1.297
C 1.189 -6.087 1.437
O 2.205 -5.919 2.413
H 0.856 -3.952 1.342
H -0.456 -4.801 2.100
H -0.262 -4.938 0.351
H 1.629 -6.392 0.491
H 0.586 -6.939 1.772
H 1.889 -6.106 3.298
C 3.638 5.158 4.641
C 3.786 4.433 3.306
O 3.207 3.154 3.585
H 2.604 5.319 4.958
H 4.129 6.142 4.652
H 4.086 4.641 5.492
H 4.831 4.409 3.004
H 3.196 5.009 2.584
H 2.264 3.207 3.432
C 2.082 -5.643 -2.265
C 1.178 -4.755 -3.105
O 0.524 -5.563 -4.083
H 2.401 -5.237 -1.299
H 3.044 -5.742 -2.778
H 1.715 -6.649 -2.071
H 1.716 -3.946 -3.600
H 0.423 -4.293 -2.455
H -0.291 -5.842 -3.633
C -4.636 0.787 4.579
C -3.119 1.004 4.661
O -2.897 1.485 6.001
H -5.075 1.735 4.876
H -4.995 -0.050 5.174
H -4.868 0.517 3.541
H -2.754 1.714 3.927
H -2.535 0.092 4.511
H -2.848 0.762 6.628

---

[3]
Below is a 6-piece molecular cluster, C22H54F6NO8PSSi overall in a non-equilibrium geometry, with properties calculated with the ωB97M-V functional and the def2-TZVPD basis.

Summary:
Lowest unoccupied orbital energy: 0.49 eV
Multiplicity: 1
ΔE to the lowest compared entry with this formula, charge and spin: 0.0 kJ/mol
SMILES: C[C@H](F)[Si@](C[C@@H](O)CN)(C(F)(F)C(F)(F)F)P(O)(O)=S.CC(C)O.CC(C)O.CC(C)O.CC(C)O.CC(C)O
Orbital gap: 9.287 eV
Charge: 0

Atoms and positions in Å:
C 2.687 2.682 2.549
C 3.619 1.531 2.283
F 3.920 1.537 0.914
Si 2.850 -0.192 2.559
C 1.253 -0.350 1.598
C -0.085 -0.130 2.328
O -0.386 1.254 2.422
C -1.198 -0.817 1.529
N -2.349 -1.259 2.333
C 2.739 -0.619 4.448
F 1.948 -1.703 4.691
F 4.010 -0.931 4.868
C 2.294 0.513 5.395
F 3.266 1.457 5.489
F 1.157 1.088 4.960
F 2.069 0.009 6.629
P 4.274 -1.664 1.579
O 3.614 -1.934 0.141
O 5.637 -0.938 1.160
S 4.488 -3.316 2.556
H 2.519 2.853 3.604
H 1.724 2.542 2.075
H 3.108 3.596 2.143
H 4.549 1.664 2.829
H 1.235 -1.342 1.162
H 1.331 0.348 0.768
H -0.066 -0.494 3.346
H -0.570 1.569 1.536
H -1.526 -0.104 0.784
H -0.818 -1.669 0.981
H -2.463 -0.616 3.106
H -2.123 -2.159 2.729
H 3.097 -2.742 0.229
H 6.215 -0.950 1.929
C -3.922 0.115 -1.972
C -3.036 1.255 -1.497
C -3.183 2.492 -2.373
O -1.669 0.839 -1.470
H -3.644 -0.182 -2.989
H -3.804 -0.753 -1.333
H -4.974 0.404 -1.972
H -3.294 1.507 -0.467
H -2.886 2.266 -3.400
H -2.540 3.297 -2.014
H -4.214 2.849 -2.383
H -1.408 0.610 -2.369
C -0.704 6.891 3.975
C -0.283 6.014 2.805
C -1.171 4.785 2.679
O 1.082 5.623 2.945
H -0.619 6.338 4.914
H -0.058 7.766 4.049
H -1.736 7.228 3.867
H -0.330 6.593 1.882
H -1.099 4.165 3.576
H -0.853 4.173 1.834
H -2.216 5.063 2.535
H 1.157 5.110 3.755
C 2.199 -4.520 -4.095
C 2.630 -3.745 -2.860
C 4.144 -3.647 -2.764
O 2.116 -4.362 -1.674
H 2.598 -5.537 -4.065
H 1.112 -4.596 -4.140
H 2.553 -4.039 -5.007
H 2.191 -2.746 -2.885
H 4.573 -4.650 -2.681
H 4.424 -3.100 -1.865
H 4.593 -3.153 -3.626
H 2.491 -5.247 -1.620
C 2.618 0.909 -3.184
C 1.247 0.478 -3.682
C 0.972 0.983 -5.091
O 0.229 0.935 -2.786
H 2.684 2.000 -3.148
H 2.794 0.536 -2.175
H 3.411 0.538 -3.835
H 1.182 -0.611 -3.669
H 0.987 2.076 -5.112
H -0.014 0.662 -5.427
H 1.718 0.615 -5.796
H 0.260 1.896 -2.771
C -6.976 -3.939 -0.856
C -5.872 -3.186 -1.582
C -5.122 -4.089 -2.551
O -4.967 -2.607 -0.645
H -6.553 -4.757 -0.266
H -7.502 -3.277 -0.169
H -7.698 -4.359 -1.558
H -6.304 -2.346 -2.129
H -4.644 -4.911 -2.011
H -4.337 -3.532 -3.062
H -5.793 -4.513 -3.299
H -4.564 -3.320 -0.140

---

[4]
Below is C22H55GaIN6O4P2 as an isolated structure in a non-equilibrium geometry, with properties calculated with the ωB97M-V functional and the def2-TZVPD basis.

Summary:
Lowest unoccupied orbital energy: 0.57 eV
Multiplicity: 1
Orbital gap: 5.075 eV
Charge: -1

Atoms and positions in Å:
C -3.802 0.863 7.839
C -4.004 -0.032 6.850
Ga -4.180 -0.827 4.909
C -5.726 0.003 3.829
C -6.064 -0.897 2.496
C -5.801 -0.094 1.104
I -4.072 -0.835 -0.025
C -2.332 -0.749 3.951
O -2.266 0.248 2.879
C -1.620 1.475 3.324
C -2.644 2.448 4.145
O -3.735 2.912 3.295
C -4.349 4.115 3.831
C -5.699 3.779 4.707
H -3.926 1.678 8.659
H -4.579 -2.386 5.147
H -6.682 -0.074 4.501
H -5.609 1.119 3.573
H -5.551 -1.938 2.521
H -7.214 -1.119 2.516
H -5.692 1.030 1.324
H -6.735 -0.246 0.419
H -2.204 -1.791 3.431
H -1.432 -0.668 4.687
H -1.326 2.060 2.354
H -0.642 1.312 3.911
H -2.993 1.890 5.101
H -1.990 3.349 4.504
H -3.668 4.727 4.535
H -4.671 4.838 2.970
H -6.400 3.040 4.162
H -5.404 3.272 5.710
H -6.235 4.793 4.843
O -1.775 -4.118 -2.630
P -0.651 -3.410 -3.414
N -0.101 -4.850 -4.130
C 1.238 -5.398 -4.185
C -1.037 -5.656 -4.903
N 0.255 -3.068 -1.987
C 1.102 -4.067 -1.357
C -0.518 -2.381 -0.945
N 0.607 -2.553 -4.325
C 0.480 -2.506 -5.780
C 1.221 -1.328 -3.813
H 1.445 -5.856 -5.160
H 1.367 -6.171 -3.421
H 2.018 -4.647 -4.049
H -1.037 -5.342 -5.953
H -2.064 -5.566 -4.538
H -0.790 -6.721 -4.867
H 0.568 -5.011 -1.191
H 1.479 -3.725 -0.390
H 1.995 -4.248 -1.951
H -1.138 -3.073 -0.370
H -1.172 -1.624 -1.390
H 0.148 -1.853 -0.253
H 1.406 -2.877 -6.233
H 0.289 -1.497 -6.159
H -0.337 -3.131 -6.146
H 2.017 -1.571 -3.103
H 0.484 -0.686 -3.323
H 1.700 -0.734 -4.599
O 3.565 0.898 -2.558
P 3.971 2.165 -1.777
N 5.619 1.753 -1.758
C 6.540 1.687 -0.642
C 6.301 1.514 -3.023
N 3.207 1.626 -0.328
C 3.841 0.674 0.568
C 1.802 1.238 -0.509
N 4.400 3.652 -0.908
C 5.204 4.645 -1.618
C 3.466 4.297 0.014
H 7.530 2.071 -0.914
H 6.664 0.652 -0.308
H 6.225 2.287 0.214
H 6.721 2.447 -3.415
H 5.630 1.113 -3.788
H 7.117 0.791 -2.920
H 4.200 -0.215 0.034
H 3.156 0.337 1.350
H 4.665 1.138 1.107
H 1.704 0.231 -0.921
H 1.297 1.935 -1.185
H 1.263 1.279 0.443
H 6.089 4.886 -1.018
H 4.658 5.572 -1.817
H 5.555 4.280 -2.585
H 3.504 3.813 0.994
H 2.441 4.263 -0.365
H 3.712 5.349 0.195